[1]
{
  "formula": "C28H78N6O10",
  "method": "ωB97M-V with the def2-TZVPD basis set",
  "lumo_ha": [0.08483, 0.08303],
  "fmax_ha_per_bohr": 0.0961,
  "s_squared": 0.750,
  "total_charge": -1,
  "spin_multiplicity": 2,
  "energy_ev": -59706.3991,
  "e_above_lowest_kj_mol": 287.88,
  "elements": ["C", "C", "C", "O", "C", "N", "H", "H", "H", "H", "H", "H", "H", "H", "H", "H", "H", "C", "C", "C", "O", "C", "N", "H", "H", "H", "H", "H", "H", "H", "H", "H", "H", "H", "C", "C", "C", "O", "C", "N", "H", "H", "H", "H", "H", "H", "H", "H", "H", "H", "H", "C", "C", "C", "O", "C", "N", "H", "H", "H", "H", "H", "H", "H", "H", "H", "H", "H", "C", "C", "C", "O", "C", "N", "H", "H", "H", "H", "H", "H", "H", "H", "H", "H", "H", "C", "C", "C", "O", "C", "N", "H", "H", "H", "H", "H", "H", "H", "H", "H", "H", "H", "C", "C", "O", "O", "H", "H", "H", "H", "H", "H", "C", "C", "O", "O", "H", "H", "H", "H", "H", "H"],
  "positions_angstrom": [[-1.58904, 2.92459, 2.43466], [-0.45515, 3.96983, 2.65836], [-0.91894, 5.41332, 2.49648], [-1.95002, 5.72196, 3.44552], [-2.26120, 7.12205, 3.55104], [0.26362, 3.67874, 3.90894], [-1.66303, 2.19366, 3.23985], [-1.34569, 2.39996, 1.51073], [-2.55968, 3.36313, 2.20303], [0.30458, 3.83549, 1.88839], [-1.12596, 5.50795, 1.43051], [-0.04332, 6.04248, 2.65630], [-1.41591, 7.62604, 4.01962], [-3.13585, 7.41932, 4.12960], [-2.49047, 7.58494, 2.59121], [-0.31677, 2.95072, 4.30041], [0.39324, 4.50760, 4.47135], [-3.56908, -3.41449, -3.86278], [-2.59454, -3.27668, -5.01620], [-1.20773, -2.86570, -4.47375], [-0.65607, -4.11586, -3.88170], [0.59206, -3.86681, -3.32056], [-2.63255, -4.53368, -5.82294], [-3.66407, -2.39751, -3.48219], [-3.18985, -4.12012, -3.12361], [-4.51887, -3.89331, -4.10094], [-2.87932, -2.49786, -5.72363], [-1.12743, -2.08077, -3.72173], [-0.49937, -2.77530, -5.29725], [0.47509, -3.40743, -2.33904], [1.34840, -3.41946, -3.96550], [1.05976, -4.84164, -3.18254], [-1.90882, -5.06375, -5.35890], [-2.12548, -4.32719, -6.67166], [2.92018, 1.81851, 0.78054], [3.93446, 2.90815, 1.32957], [3.79456, 4.17070, 0.50296], [4.24199, 3.97850, -0.88528], [3.61352, 4.93180, -1.72582], [3.71655, 3.06901, 2.72327], [2.73517, 0.96014, 1.42635], [3.35430, 1.46999, -0.15657], [1.91550, 2.22898, 0.67933], [4.92573, 2.45609, 1.29613], [4.38646, 4.93769, 1.00243], [2.83983, 4.68639, 0.60622], [2.52725, 4.91460, -1.81439], [3.91749, 4.96936, -2.77190], [3.83265, 5.92731, -1.33975], [2.77003, 3.42012, 2.75366], [3.65412, 2.15938, 3.15775], [-0.40397, -1.27630, -1.06870], [-0.96164, 0.01289, -0.60066], [-1.40980, 0.88194, -1.78523], [-2.52038, 0.15395, -2.49850], [-3.30117, 1.03487, -3.32100], [-2.14907, -0.15393, 0.18653], [0.45429, -0.93069, -1.64492], [-1.09519, -1.78004, -1.74440], [-0.00212, -1.85566, -0.23747], [-0.21521, 0.63144, -0.10234], [-0.51428, 1.04359, -2.38525], [-1.69574, 1.89814, -1.51378], [-4.02063, 0.41978, -3.86148], [-2.64140, 1.57707, -3.99837], [-3.94304, 1.73951, -2.79224], [-2.87592, -0.61590, -0.34110], [-2.00884, -0.77964, 0.96687], [7.23350, 0.55790, -3.62900], [5.93910, 1.23594, -3.00659], [4.70972, 0.34762, -3.13090], [3.54401, 1.16120, -2.88222], [2.45739, 0.38293, -2.74327], [6.07606, 1.49288, -1.60043], [7.96145, 1.36824, -3.66840], [7.13381, 0.18508, -4.64840], [7.84999, -0.21203, -3.16509], [5.67016, 2.15634, -3.52490], [4.75355, -0.35968, -2.30271], [4.64585, -0.18611, -4.07914], [1.73246, 0.94384, -3.33314], [2.24235, 0.59935, -1.69684], [2.51288, -0.66141, -3.05049], [6.91689, 2.03858, -1.47673], [5.47156, 2.23050, -1.26788], [0.83208, -4.02761, 3.86867], [2.02380, -3.28337, 3.33332], [1.81781, -2.47906, 2.04928], [1.65539, -3.26973, 0.90831], [2.86195, -3.91922, 0.38331], [2.53370, -2.38062, 4.37249], [0.25288, -3.27089, 4.39783], [1.04666, -4.92366, 4.45104], [0.18162, -4.39721, 3.07595], [2.97308, -3.80813, 3.22560], [2.49086, -1.64731, 1.84119], [0.90037, -1.90177, 2.16396], [3.36482, -4.49140, 1.16295], [3.38637, -3.00536, 0.10413], [2.62257, -4.60794, -0.42691], [1.73993, -1.76829, 4.49530], [3.29386, -1.74442, 4.17884], [-2.75994, -2.39627, 5.01671], [-3.81152, -2.10183, 3.88239], [-5.01179, -2.32348, 4.51652], [-2.61525, -1.44863, 6.05878], [-1.82753, -2.23889, 4.47454], [-2.64753, -3.44573, 5.28894], [-3.65265, -2.87020, 3.12578], [-3.58468, -1.13458, 3.43398], [-5.78977, -2.17347, 3.97446], [-3.38927, -1.62585, 6.59829], [-5.93069, -1.64595, -0.04130], [-7.13727, -2.48813, 0.09751], [-8.32908, -1.87681, 0.07160], [-5.88578, -0.88559, 1.14630], [-6.06229, -1.06288, -0.95278], [-5.06827, -2.27433, -0.26370], [-6.99646, -3.09626, 0.99108], [-7.36599, -3.17839, -0.71448], [-8.89238, -2.35270, -0.54308], [-6.43852, -0.10714, 1.04585]]
}

***

[2]
{
  "formula": "C33H53BrN9OS2Sc",
  "method": "ωB97M-V with the def2-TZVPD basis set",
  "lumo_ha": -0.16698,
  "fmax_ha_per_bohr": 0.0215,
  "total_charge": 2,
  "spin_multiplicity": 1,
  "energy_ev": -162945.2544,
  "e_above_lowest_kj_mol": 112.19,
  "elements": ["Sc", "C", "C", "N", "C", "C", "N", "C", "C", "N", "H", "H", "H", "H", "H", "H", "H", "H", "H", "H", "H", "H", "H", "H", "H", "C", "C", "C", "C", "C", "C", "C", "Br", "C", "O", "C", "C", "C", "C", "C", "C", "H", "H", "H", "H", "H", "H", "H", "H", "H", "H", "H", "H", "H", "H", "H", "H", "H", "H", "H", "H", "C", "C", "N", "C", "C", "S", "C", "C", "S", "C", "N", "C", "H", "H", "H", "H", "H", "H", "H", "H", "C", "C", "C", "C", "N", "C", "N", "N", "N", "H", "H", "H", "H", "H", "H", "H", "H", "H", "H"],
  "positions_angstrom": [[-0.25154, 1.36807, -0.33101], [-3.50795, 0.96303, 0.53996], [-3.00379, -0.18201, -0.36147], [-2.12306, 0.33989, -1.42224], [-2.85501, 1.05985, -2.48634], [-2.22487, 2.41075, -2.86982], [-1.34532, 2.98821, -1.81961], [-2.06997, 3.99919, -1.02260], [-3.14602, 3.30188, -0.21199], [-2.59778, 2.13103, 0.51065], [-3.58517, 0.58270, 1.55732], [-4.51136, 1.27002, 0.24435], [-3.85597, -0.72205, -0.78108], [-2.41878, -0.89085, 0.22291], [-1.65223, -0.45543, -1.84193], [-3.88353, 1.20745, -2.15862], [-2.90673, 0.44024, -3.38084], [-3.02209, 3.12092, -3.10119], [-1.64353, 2.29450, -3.77824], [-0.59358, 3.47181, -2.30418], [-2.52296, 4.76222, -1.66188], [-1.35846, 4.49300, -0.37336], [-3.93046, 2.95739, -0.88451], [-3.61716, 4.01766, 0.46356], [-2.40754, 2.41897, 1.46210], [0.94934, -4.56165, -5.28466], [2.22686, -4.16189, -4.52782], [2.84025, -5.41680, -3.90653], [3.23856, -3.55912, -5.51296], [1.84994, -3.12693, -3.47100], [1.41305, -1.86162, -3.86213], [1.02227, -0.97557, -2.89105], [0.53010, 0.79991, -3.41639], [1.02152, -1.23694, -1.51374], [0.52279, -0.28769, -0.69256], [1.53029, -2.47475, -1.10358], [1.90900, -3.37464, -2.10811], [1.78769, -2.92170, 0.34758], [3.30540, -3.09865, 0.52509], [1.31436, -1.93217, 1.41276], [1.07964, -4.25902, 0.62013], [1.17991, -5.31548, -6.03956], [0.50275, -3.70314, -5.79058], [0.20974, -4.98002, -4.59903], [3.08737, -6.12362, -4.69895], [2.14559, -5.91901, -3.22972], [3.76185, -5.19149, -3.36427], [3.59025, -4.33139, -6.19829], [4.10445, -3.15418, -4.98551], [2.79857, -2.76460, -6.11809], [1.38210, -1.56967, -4.90321], [2.28762, -4.33383, -1.78788], [3.83178, -2.15798, 0.34372], [3.70980, -3.84725, -0.15580], [3.52518, -3.42064, 1.54563], [1.79667, -0.96055, 1.30697], [1.57517, -2.33612, 2.39439], [0.23176, -1.80061, 1.37117], [1.45099, -5.06506, -0.01123], [0.00357, -4.16719, 0.45675], [1.24464, -4.55682, 1.65783], [3.45089, 1.01692, -1.43756], [3.02459, 2.28132, -0.77677], [1.83049, 2.61916, -0.32507], [1.87620, 3.88081, 0.26895], [3.08926, 4.48413, 0.22391], [4.21759, 3.48060, -0.55041], [0.73740, 4.51313, 0.95360], [0.54388, 5.85912, 1.01267], [-0.74866, 6.21791, 2.06153], [-0.98285, 4.53565, 2.34892], [-0.15888, 3.76799, 1.69326], [-2.04226, 4.07402, 3.30063], [3.27198, 1.06454, -2.51189], [2.92606, 0.16118, -1.03562], [4.51950, 0.86566, -1.28835], [3.37514, 5.42745, 0.65921], [1.08172, 6.63894, 0.49670], [-1.91154, 4.55533, 4.27004], [-1.98408, 2.99669, 3.45342], [-3.04154, 4.33424, 2.94829], [-2.85929, 0.74326, 5.43782], [-1.93899, -0.45056, 5.69390], [-2.54000, -1.76204, 5.18756], [-0.50985, -0.22491, 5.19908], [-0.37949, 0.23114, 3.79810], [0.61022, 0.96420, 3.27132], [0.36647, 1.10757, 1.99392], [-0.77584, 0.45399, 1.76602], [-1.24815, -0.07045, 2.83504], [-3.76462, 0.63935, 6.03509], [-3.16234, 0.79399, 4.39020], [-2.38602, 1.68729, 5.72168], [-1.81325, -0.53672, 6.77636], [-2.64336, -1.76192, 4.10240], [-3.53100, -1.90545, 5.61882], [-1.92729, -2.61685, 5.47886], [0.06337, -1.14791, 5.28918], [-0.02040, 0.53743, 5.80360], [1.45905, 1.34322, 3.81637]]
}

***

[3]
{
  "formula": "C4H6OS",
  "method": "ωB97M-V with the def2-TZVPD basis set",
  "lumo_ha": 0.03026,
  "smiles": "C/C=C/SC=O",
  "fmax_ha_per_bohr": 0.0994,
  "spin_multiplicity": 1,
  "energy_ev": -17126.2604,
  "e_above_lowest_kj_mol": 180.38,
  "elements": ["C", "C", "C", "S", "C", "O", "H", "H", "H", "H", "H", "H"],
  "positions_angstrom": [[-1.91368, -0.10537, -0.08929], [-0.54024, -0.17112, 0.38195], [0.29662, -0.88844, -0.34395], [2.07902, -0.97897, 0.03100], [2.37099, 0.75545, 0.07419], [1.58393, 1.57628, -0.20399], [-2.52145, -0.89067, 0.53865], [-2.10768, -0.10450, -1.12626], [-2.31219, 0.80336, 0.43621], [-0.34572, 0.45691, 1.19352], [-0.11782, -1.37066, -1.24897], [3.52822, 0.91773, 0.35695]]
}